{
  "formula": "C7H8FO2S",
  "method": "the ωB97M-V functional and the def2-TZVPD basis",
  "homo_energy_ev": -2.94,
  "smiles": "[O-]/C(O)=C(\\F)[C@H]1CCCC1=S",
  "de_lowest_kcal_mol": 0.0,
  "charge": -1,
  "homo_lumo_gap_ev": 6.491,
  "species": ["O", "C", "O", "C", "F", "C", "C", "C", "C", "C", "S", "H", "H", "H", "H", "H", "H", "H", "H"],
  "xyz": [[-3.360, -1.474, -0.149], [-2.589, -0.574, 0.250], [-2.968, 0.566, 0.702], [-1.172, -0.798, 0.055], [-0.785, -1.729, -0.916], [-0.138, -0.138, 0.811], [1.250, -0.789, 0.787], [2.081, 0.007, -0.180], [1.024, 0.588, -1.144], [-0.120, 0.923, -0.320], [-0.915, 2.441, -0.243], [-2.303, 1.424, 0.441], [-0.430, 0.257, 1.789], [1.131, -1.803, 0.455], [1.787, -0.803, 1.654], [2.486, 0.827, 0.374], [2.958, -0.523, -0.682], [1.419, 1.515, -1.669], [0.643, 0.083, -2.017]],
  "lowdin_charge": [-0.0002, -0.5922, 0.0092, -0.1739, 0.0126, -0.2650, -0.1564, -0.1700, -0.2488, -0.6964, 0.5363, -0.0199, 0.1450, 0.1059, 0.0712, 0.0965, 0.1249, 0.1157, 0.1053]
}

=====

{
  "formula": "C5H14N2",
  "method": "the ωB97M-V functional and the def2-TZVPD basis",
  "homo_energy_ev": -8.71,
  "smiles": "CC(C)CNCN",
  "de_lowest_kcal_mol": 30.0,
  "charge": 0,
  "homo_lumo_gap_ev": 9.847,
  "species": ["C", "C", "C", "C", "N", "C", "N", "H", "H", "H", "H", "H", "H", "H", "H", "H", "H", "H", "H", "H", "H"],
  "xyz": [[-1.557, 0.714, -1.829], [-0.667, -0.231, -1.062], [0.319, -0.928, -2.062], [0.136, 0.459, 0.060], [-0.366, 0.243, 1.437], [0.542, -0.546, 2.261], [1.756, 0.179, 2.642], [-2.106, 0.302, -2.682], [-2.318, 1.183, -1.198], [-0.979, 1.518, -2.302], [-1.258, -1.065, -0.677], [0.440, -0.388, -3.005], [-0.123, -1.862, -2.407], [1.261, -1.178, -1.588], [1.149, 0.111, -0.109], [0.213, 1.549, -0.031], [-0.704, 1.131, 1.790], [0.854, -1.358, 1.596], [-0.120, -1.062, 2.964], [2.025, 0.067, 3.617], [1.502, 1.162, 2.585]],
  "lowdin_charge": [-0.1092, -0.3993, -0.0772, -0.2119, -0.0762, -0.3270, 0.0100, 0.0755, 0.0753, 0.0785, 0.1258, 0.0712, 0.0679, 0.0616, 0.0913, 0.1176, 0.0988, 0.1027, 0.1065, 0.0601, 0.0582]
}

=====

{
  "formula": "C16H21N3O6S",
  "method": "the ωB97M-V functional and the def2-TZVPD basis",
  "homo_energy_ev": -7.79,
  "smiles": "O=[N+]([O-])c1csc([N+](=O)[O-])c1.COC(=O)[C@@H]1CCCN1C1=CCCCC1",
  "de_lowest_kcal_mol": 218.9,
  "charge": 0,
  "homo_lumo_gap_ev": 6.276,
  "species": ["O", "N", "O", "C", "C", "S", "C", "N", "O", "O", "C", "H", "H", "C", "O", "C", "O", "C", "C", "C", "C", "N", "C", "C", "C", "C", "C", "C", "H", "H", "H", "H", "H", "H", "H", "H", "H", "H", "H", "H", "H", "H", "H", "H", "H", "H", "H"],
  "xyz": [[0.541, -5.112, -1.985], [1.240, -5.716, -1.138], [0.981, -6.841, -0.673], [2.429, -5.038, -0.724], [2.694, -3.777, -1.275], [4.367, -3.547, -1.475], [4.695, -5.119, -0.741], [6.043, -5.499, -0.466], [6.261, -6.530, 0.215], [6.952, -4.754, -0.915], [3.569, -5.792, -0.356], [1.954, -3.051, -1.595], [3.588, -6.828, -0.065], [-1.028, -2.880, 2.482], [0.242, -2.251, 2.473], [0.218, -1.111, 1.751], [-0.807, -0.578, 1.354], [1.614, -0.551, 1.571], [1.968, 0.331, 2.799], [2.572, 1.626, 2.260], [2.543, 1.552, 0.734], [1.793, 0.301, 0.392], [1.758, -0.222, -0.884], [0.735, -0.977, -1.420], [0.356, -0.745, -2.872], [1.555, -0.465, -3.812], [2.851, -0.825, -3.109], [2.970, 0.014, -1.823], [-0.930, -3.740, 3.119], [-1.805, -2.226, 2.861], [-1.295, -3.210, 1.482], [2.304, -1.424, 1.533], [1.091, 0.511, 3.433], [2.683, -0.244, 3.391], [2.011, 2.490, 2.633], [3.606, 1.731, 2.616], [2.034, 2.423, 0.295], [3.568, 1.513, 0.332], [-0.073, -1.424, -0.798], [-0.185, -1.572, -3.316], [-0.345, 0.094, -3.001], [1.491, -1.010, -4.769], [1.539, 0.611, -4.039], [2.825, -1.891, -2.845], [3.730, -0.750, -3.766], [3.056, 1.089, -2.078], [3.915, -0.288, -1.346]],
  "lowdin_charge": [0.0581, -0.3255, 0.0745, -0.2326, -0.2816, 1.1561, -0.4167, -0.3639, 0.0701, 0.0248, 0.0209, 0.0561, 0.1382, -0.0527, -0.0246, -0.4626, 0.1027, -0.1876, -0.1011, -0.1495, -0.1264, -0.0462, -0.2165, -0.0530, -0.1818, -0.1943, -0.2276, -0.1252, 0.0896, 0.0949, 0.0990, 0.1581, 0.1236, 0.1159, 0.1115, 0.1109, 0.1225, 0.1086, 0.1086, 0.0949, 0.1136, 0.1120, 0.1100, 0.0466, 0.1175, 0.1202, 0.1099]
}

=====

{
  "formula": "C11H8N2OS",
  "method": "the ωB97M-V functional and the def2-TZVPD basis",
  "multiplicity": 3,
  "homo_energy_ev": [-7.37, -8.54],
  "charge": 0,
  "homo_lumo_gap_ev": [6.444, 5.854],
  "species": ["C", "C", "C", "C", "C", "C", "C", "C", "C", "C", "C", "N", "N", "O", "S", "H", "H", "H", "H", "H", "H", "H", "H"],
  "xyz": [[2.018, -2.303, -1.714], [2.701, -2.215, -0.452], [0.722, -1.743, -1.822], [2.153, -1.690, 0.678], [-0.421, 2.217, 0.948], [-0.707, 3.305, 0.303], [-1.278, 1.054, 0.881], [-2.427, 1.397, 0.089], [0.050, -1.142, -0.707], [0.848, -1.256, 0.641], [-1.093, -0.297, 1.471], [-1.071, -0.568, -0.611], [0.069, -0.884, 1.599], [-3.348, 3.800, -0.353], [-2.217, 2.894, -0.714], [2.520, -2.882, -2.482], [3.677, -2.708, -0.443], [0.170, -1.872, -2.665], [2.689, -1.484, 1.581], [0.332, 1.891, 1.659], [-0.431, 4.397, 0.287], [-1.933, -0.490, 2.165], [-3.022, 0.581, -0.337]],
  "mulliken_spin": [-0.0656, 0.2069, 0.2213, -0.0749, 0.0360, -0.0643, -0.0651, 0.2917, -0.0816, 0.2456, 0.0433, 1.0553, 0.1741, 0.0205, 0.0186, 0.0045, 0.0164, -0.0020, -0.0024, 0.0067, 0.0003, 0.0042, 0.0106]
}

=====

{
  "formula": "C23H26N2O",
  "method": "the ωB97M-V functional and the def2-TZVPD basis",
  "homo_energy_ev": -8.12,
  "smiles": "CCCCCCNC(=O)c1cccc(-c2ccc(C)c3ccccc23)n1",
  "charge": 0,
  "homo_lumo_gap_ev": 8.375,
  "species": ["C", "C", "C", "C", "C", "C", "N", "C", "O", "C", "C", "C", "C", "C", "C", "C", "C", "C", "C", "C", "C", "C", "C", "C", "C", "N", "H", "H", "H", "H", "H", "H", "H", "H", "H", "H", "H", "H", "H", "H", "H", "H", "H", "H", "H", "H", "H", "H", "H", "H", "H", "H"],
  "xyz": [[4.844, 2.517, 6.862], [4.872, 2.979, 5.411], [3.973, 2.122, 4.524], [3.998, 2.580, 3.068], [3.101, 1.719, 2.182], [3.131, 2.190, 0.727], [2.298, 1.374, -0.118], [2.776, 0.554, -1.071], [3.950, 0.459, -1.379], [1.696, -0.237, -1.749], [2.019, -1.107, -2.783], [0.990, -1.804, -3.397], [-0.305, -1.622, -2.945], [-0.532, -0.744, -1.881], [-1.891, -0.469, -1.384], [-2.291, 0.840, -1.273], [-3.596, 1.165, -0.893], [-4.524, 0.193, -0.616], [-5.925, 0.575, -0.245], [-4.132, -1.172, -0.675], [-5.026, -2.219, -0.362], [-4.625, -3.526, -0.381], [-3.299, -3.851, -0.694], [-2.410, -2.865, -1.016], [-2.800, -1.508, -1.045], [0.454, -0.060, -1.313], [3.834, 2.576, 7.262], [5.493, 3.139, 7.476], [5.183, 1.486, 6.941], [5.897, 2.933, 5.035], [4.547, 4.021, 5.355], [4.299, 1.081, 4.580], [2.948, 2.168, 4.900], [3.670, 3.621, 3.011], [5.022, 2.536, 2.693], [3.433, 0.680, 2.225], [2.074, 1.758, 2.552], [4.146, 2.117, 0.327], [2.800, 3.233, 0.667], [1.304, 1.317, 0.061], [3.049, -1.207, -3.085], [1.194, -2.475, -4.219], [-1.135, -2.125, -3.416], [-1.590, 1.627, -1.510], [-3.877, 2.207, -0.833], [-6.641, 0.145, -0.946], [-6.038, 1.656, -0.260], [-6.171, 0.218, 0.754], [-6.043, -1.982, -0.094], [-5.324, -4.313, -0.137], [-2.983, -4.884, -0.675], [-1.382, -3.118, -1.231]],
  "lowdin_charge": [-0.1209, -0.2804, -0.2397, -0.2292, -0.1971, -0.1861, 0.0615, -0.4465, 0.0594, -0.1744, 0.0088, -0.0398, -0.0136, -0.2308, -0.1220, -0.0130, -0.0325, -0.2194, -0.0520, -0.1148, -0.0261, -0.0791, -0.0758, -0.0274, -0.1009, 0.1698, 0.0694, 0.0657, 0.0697, 0.1076, 0.1071, 0.1159, 0.1151, 0.1153, 0.1179, 0.1198, 0.1146, 0.1215, 0.1247, 0.1251, 0.1162, 0.1099, 0.1209, 0.1133, 0.1096, 0.0859, 0.0754, 0.0856, 0.1028, 0.1025, 0.1033, 0.1070]
}

=====

{
  "formula": "C13H17IrN4O7P2S2Si",
  "method": "the ωB97M-V functional and the def2-TZVPD basis",
  "homo_energy_ev": -1.46,
  "de_lowest_kcal_mol": 23.6,
  "charge": -2,
  "homo_lumo_gap_ev": 6.085,
  "species": ["Ir", "C", "C", "C", "C", "C", "C", "N", "N", "Si", "C", "C", "C", "H", "H", "H", "H", "H", "H", "H", "H", "H", "H", "H", "H", "H", "H", "H", "S", "C", "C", "N", "C", "S", "C", "N", "O", "P", "O", "O", "O", "P", "O", "O", "O", "H", "H"],
  "xyz": [[0.321, -0.024, 0.350], [1.233, 0.959, 3.899], [0.079, 0.045, 3.646], [-0.768, -0.358, 4.666], [-1.903, -1.111, 4.346], [-2.201, -1.403, 3.041], [-1.296, -0.955, 2.054], [-0.152, -0.319, 2.380], [-1.393, -1.019, 0.724], [-2.227, -2.274, -0.161], [-1.911, -3.941, 0.653], [-1.779, -2.506, -1.954], [-4.082, -1.911, -0.149], [1.433, 1.043, 4.968], [0.996, 1.951, 3.505], [2.120, 0.615, 3.379], [-0.555, -0.070, 5.686], [-2.582, -1.424, 5.132], [-3.111, -1.916, 2.766], [-0.850, -4.188, 0.555], [-2.489, -4.709, 0.129], [-2.168, -3.982, 1.712], [-0.712, -2.702, -2.070], [-2.051, -1.658, -2.578], [-2.339, -3.387, -2.291], [-4.512, -1.801, 0.849], [-4.625, -2.707, -0.671], [-4.255, -0.976, -0.689], [-0.515, 2.027, 0.933], [-1.161, 2.612, -0.565], [-1.867, 3.854, -0.532], [-2.421, 4.864, -0.484], [-0.994, 1.938, -1.728], [-0.113, 0.431, -1.823], [-1.540, 2.424, -2.953], [-1.970, 2.795, -3.956], [3.696, -0.947, 2.799], [3.720, -0.478, 1.210], [5.104, -0.058, 0.917], [2.537, 0.419, 0.989], [3.438, -1.930, 0.538], [2.048, -2.782, 0.539], [1.672, -2.800, 2.100], [2.311, -4.129, 0.008], [1.020, -1.941, -0.210], [4.617, -1.073, 3.052], [2.344, -2.347, 2.634]],
  "lowdin_charge": [0.9194, -0.0334, -0.3258, -0.0627, -0.0918, -0.0310, -0.4614, -0.0672, -0.1729, 0.4125, -0.1606, -0.2044, -0.1795, 0.0734, 0.0681, 0.0412, 0.0907, 0.0950, 0.0879, 0.0291, 0.0227, 0.0156, 0.0245, 0.0040, 0.0270, 0.0085, 0.0189, 0.0273, 0.6453, -0.7362, -0.3031, 0.1191, -0.7232, 0.5996, -0.3022, 0.1233, -0.1880, 0.1957, -0.3133, -0.3975, -0.2740, 0.1875, -0.1416, -0.3044, -0.4673, 0.0676, 0.0374]
}

=====

| no. | E_tot (Eh) |
| --- | --- |
| 1 | -920.0585 |
| 2 | -308.3753 |
| 3 | -1635.9049 |
| 4 | -1006.6038 |
| 5 | -1076.8431 |
| 6 | -3124.7183 |